[1]
7
Properties=species:S:1:pos:R:3 method="wB97M-V/def2-TZVPD" total_energy_ha=-551.608531 orbital_gap_ev=7.95 e_lumo_ev=-1.17 homo_energy_ev=-9.121 multiplicity=1 total_charge=0 max_force_ev_per_a=3.627 e_above_lowest_kj_mol=203.5
C -1.12667 0.83419 0.43988
C 0.72858 -0.91920 -0.40824
C -0.21352 0.07516 -0.24670
C -0.17160 1.51242 -0.30900
S 2.10326 -0.34446 0.27623
H -1.92139 0.71928 1.13654
H 0.60134 -1.87739 -0.88871

[2]
47
Properties=species:S:1:pos:R:3 method="wB97M-V/def2-TZVPD" total_energy_ha=-1451.113777 orbital_gap_ev=9.32 e_lumo_ev=2.75 homo_energy_ev=-6.565 multiplicity=1 total_charge=-1 max_force_ev_per_a=1.279 e_above_lowest_kj_mol=0.0
C 1.65107 -2.16122 0.02128
O 2.67650 -1.56986 0.80718
C 0.45260 -1.22441 -0.30536
C -0.85259 -1.91950 0.07660
C -2.10615 -1.24171 -0.43082
S -2.54300 -1.69539 -2.15076
N 0.56439 0.09787 0.32688
H 2.15678 -2.42007 -0.91449
H 1.32876 -3.08671 0.51206
H 0.46099 -1.06448 -1.38710
H -0.83111 -2.97472 -0.20713
H -0.90767 -1.93565 1.17823
H -2.07064 -0.15206 -0.40203
H -2.95872 -1.51139 0.19215
H -1.86450 -0.75582 -2.82024
H -0.17839 0.26634 0.99017
H 1.38878 0.14235 0.90927
H 0.76742 3.87049 0.69942
H 1.13214 3.75202 2.18224
O 1.31307 4.29270 1.40547
H 2.64277 0.48243 -1.44617
H 3.19381 -0.81107 -1.86402
O 3.04173 0.08063 -2.23775
H 0.25472 0.92799 -3.54941
H 1.67030 0.20846 -3.44938
O 0.85954 0.29133 -4.01312
H -0.99287 2.60060 0.41705
H 0.28498 1.95192 -0.14411
O -0.28788 2.74380 -0.27658
H -3.01811 -0.62071 3.90069
H -1.68771 -0.16110 3.20733
O -2.64224 -0.49106 3.02808
H 0.40777 -1.43670 -4.17432
H -0.86812 -2.25079 -3.79582
O 0.04630 -2.34969 -4.06710
H -0.27798 1.06866 4.26186
H 0.89447 -0.27110 3.29154
O -0.31833 0.64110 3.39319
H 1.33738 -1.74552 3.60978
H 2.34993 -1.36211 1.72152
O 1.68407 -0.94271 3.20962
H -2.58987 1.58117 1.90296
H -1.16439 1.68343 2.45593
O -1.83119 2.19135 1.88526
H -0.87810 2.90146 -3.28262
H -0.73640 2.32277 -1.86671
O -0.95432 2.05672 -2.80072

[3]
50
Properties=species:S:1:pos:R:3 method="wB97M-V/def2-TZVPD" total_energy_ha=-1353.928551 orbital_gap_ev=9.46 e_lumo_ev=2.52 homo_energy_ev=-6.941 multiplicity=1 total_charge=-1 max_force_ev_per_a=3.389 e_above_lowest_kj_mol=126.5
C -2.71866 2.71162 0.93233
N -1.79388 2.60023 -0.09138
C -2.21531 1.94802 -1.30489
C -0.39623 2.45354 0.32862
C -0.12051 1.33233 1.30744
O -1.01399 0.91085 2.08611
O 1.09016 1.02854 1.45020
O -3.85882 2.32726 0.75476
H -2.26982 3.07633 1.89628
H -1.50454 2.16363 -2.10770
H -2.15244 0.85302 -1.16697
H -3.19723 2.24728 -1.69901
H 0.02326 2.13354 -0.64084
H 0.01483 3.42900 0.50374
H -1.02240 -3.23290 2.64353
H -2.36517 -3.35992 2.02644
O -1.57557 -3.89487 2.16639
H -2.43835 -0.08880 1.68777
H -3.59025 -0.25009 0.62229
O -2.83499 -0.69016 1.02170
H 3.23151 2.42215 -0.64879
H 3.77895 2.44781 -2.10258
O 3.22754 2.92754 -1.46453
H 0.12348 -1.22299 3.66557
H -0.52781 -0.73902 2.43281
O -0.40253 -1.57759 2.92075
H -0.99906 -1.61339 -2.31314
H -0.79827 -2.75014 -3.30118
O -1.11774 -1.83615 -3.25037
H 0.06916 0.73837 4.15355
H 1.32633 0.24302 3.65068
O 0.83179 0.23812 4.49405
H -0.69034 -4.59369 0.59889
H -0.51169 -3.47166 -0.30813
O -0.28356 -4.42158 -0.26708
H 2.81358 -1.04135 -3.04504
H 1.88457 -0.61833 -4.26791
O 2.78689 -0.81697 -3.99882
H 2.83208 -0.91320 -0.71925
H 2.16284 -2.35349 -1.11537
O 2.68430 -1.59756 -1.40367
H -0.35756 -0.81586 -0.23125
H -1.35876 -1.59414 0.39590
O -0.72659 -1.70397 -0.36186
H 1.72299 1.62019 -3.37889
H 1.60349 2.52155 -2.09295
O 1.10288 2.00770 -2.75944
H 3.65608 -0.14774 1.18746
H 2.51356 0.66678 0.73535
O 3.36178 0.29713 0.37842

[4]
48
Properties=species:S:1:pos:R:3 method="wB97M-V/def2-TZVPD" total_energy_ha=-1546.714025 orbital_gap_ev=9.50 e_lumo_ev=-0.06 homo_energy_ev=-9.553 multiplicity=1 total_charge=0 max_force_ev_per_a=3.719 e_above_lowest_kj_mol=200.3
O -0.29487 1.84160 1.47195
C -0.71506 1.10292 0.62598
O -1.10898 1.65915 -0.59669
C -0.73130 -0.33217 0.80104
C -1.05426 -1.39729 -0.34178
C -2.53566 -1.39898 -0.69439
S -2.98972 -3.07673 -1.39295
H -1.30187 2.60741 -0.67346
H 0.31503 -0.46809 1.15378
H -1.34831 -0.48643 1.71596
H -0.91095 -2.38931 0.10395
H -0.37273 -1.40014 -1.16464
H -3.18502 -1.22448 0.17045
H -2.85411 -0.59747 -1.36323
H -1.77560 -3.58031 -1.63098
O 0.03003 0.40616 -2.73676
H -0.62555 -0.14779 -3.17807
H -0.38996 0.76678 -1.91796
O -2.14648 0.02746 3.83268
H -1.87121 -0.59970 4.51065
H -3.09544 -0.08847 3.72878
O 1.99813 -3.36073 1.51339
H 2.45969 -2.47810 1.44803
H 1.09580 -3.09725 1.71652
O 3.23213 1.01436 -0.59463
H 2.57751 1.62800 -0.96565
H 3.35258 0.45310 -1.43783
O 3.78760 0.80197 2.27493
H 3.84341 1.75855 2.43905
H 3.98629 0.87856 1.32557
O 3.07670 -1.19623 0.70550
H 3.86802 -1.10554 1.24414
H 2.97692 -0.38939 0.11817
O -3.32082 3.08463 0.32509
H -3.35112 2.12594 0.25938
H -3.61784 3.26256 1.23386
O 1.17568 3.25291 -2.59526
H 0.31701 3.68751 -2.57897
H 0.96405 2.37068 -2.92163
O 2.58775 -0.32477 -2.73843
H 1.64068 -0.06977 -2.87821
H 2.49886 -1.26037 -2.45612
O 1.92232 -2.71907 -1.56128
H 2.10100 -3.64393 -1.76816
H 2.33594 -2.64107 -0.68082
O -2.17702 3.39044 3.00709
H -1.64935 2.60681 3.19791
H -1.65663 3.94243 2.41280

[5]
48
Properties=species:S:1:pos:R:3 method="wB97M-V/def2-TZVPD" total_energy_ha=-1223.762265 orbital_gap_ev=9.75 e_lumo_ev=-0.06 homo_energy_ev=-9.813 multiplicity=1 total_charge=0 max_force_ev_per_a=1.809 e_above_lowest_kj_mol=1.4
C 3.82683 -0.91482 -1.80508
C 2.39601 -0.54699 -1.41817
O 1.52481 -1.42622 -2.13674
C 2.20237 -0.58178 0.11366
C 2.05969 0.80915 0.70639
O 3.01665 1.53815 0.86938
O 0.82699 1.25210 0.91024
H 4.23822 -0.36880 -2.66194
H 3.88265 -1.95507 -2.12533
H 4.56576 -0.61424 -1.06620
H 2.28307 0.46406 -1.81282
H 1.77546 -2.33068 -1.92725
H 1.34739 -1.17739 0.44746
H 3.04416 -1.14436 0.51196
H 0.68020 2.01325 1.53474
O 0.62052 1.34682 -3.32612
H 1.07825 0.72437 -3.90475
H 1.12393 2.15206 -3.49675
O -0.01406 -3.29327 1.57698
H -0.39435 -2.49721 1.18112
H -0.70809 -3.77363 2.04078
O -1.62277 -1.07163 1.52013
H -2.58272 -1.05925 1.64880
H -1.42613 -0.64762 0.67361
O -3.19923 -0.17787 -3.36498
H -3.82858 0.54767 -3.34946
H -3.73015 -0.95643 -3.55930
O -0.22500 3.17886 2.30555
H -1.13979 3.17978 1.98207
H 0.30370 3.97210 2.31730
O -4.20959 0.51483 1.92723
H -4.18561 0.32554 0.95737
H -3.40095 1.03958 1.97069
O -3.57733 0.23709 -0.69484
H -3.13960 1.09571 -0.75691
H -3.02843 -0.39621 -1.16630
O -0.97002 0.03135 -1.47455
H -0.73210 -0.57671 -2.18115
H -1.20531 0.86427 -1.89520
O -0.24443 -0.12935 3.91705
H -1.00201 -0.27884 3.34666
H -0.01604 0.75407 4.18999
O 2.54684 -2.14131 2.80908
H 1.75610 -2.62987 2.53993
H 2.41881 -1.83537 3.70887
O -1.35476 2.28781 -0.37831
H -0.78728 2.68461 -1.05789
H -0.79410 1.51167 -0.14699

[6]
50
Properties=species:S:1:pos:R:3 method="wB97M-V/def2-TZVPD" total_energy_ha=-1258.771593 orbital_gap_ev=9.37 e_lumo_ev=2.43 homo_energy_ev=-6.938 multiplicity=1 total_charge=-1 max_force_ev_per_a=2.377 e_above_lowest_kj_mol=203.8
C 2.09385 -0.69215 -0.72539
N 0.78652 -0.29679 -0.25620
C -0.33919 -0.30148 -1.06627
O -0.18893 -0.61609 -2.27184
O -1.37142 0.21735 -0.53309
C 3.17486 0.07126 0.05805
C 3.82760 1.24459 -0.68649
N 4.26728 -0.91086 0.37454
H 2.26164 -1.74842 -0.50749
H 2.23183 -0.49763 -1.78645
H 0.65828 -0.05575 0.70531
H 2.80788 0.24937 1.07078
H 4.59636 1.74380 -0.11014
H 4.31021 0.75300 -1.53588
H 3.05131 1.93349 -1.04475
H 4.78404 -0.67380 1.20706
H 4.90103 -0.99117 -0.40971
H 0.35184 -2.26886 -3.00972
H -0.90736 -2.60379 -3.84525
O -0.04778 -2.95032 -3.58054
H -1.57263 3.70056 1.54015
H -1.84611 2.63522 2.73220
O -1.31938 3.36979 2.41080
H 0.39915 3.00177 -0.92241
H 1.53304 2.61084 -0.29191
O 1.34500 3.18592 -1.04519
H -0.42131 -3.51118 -1.48796
H -0.15386 -2.97775 -0.07694
O -0.49583 -3.74233 -0.55041
H -0.21044 0.73678 3.11423
H -0.59211 -0.53191 3.58810
O 0.13674 0.09246 3.74442
H -2.53029 -2.12572 -0.27077
H -2.95795 -0.88763 -0.73983
O -3.36110 -1.61987 -0.22840
H -1.67764 -1.07634 -2.85754
H -2.47511 -0.15546 -3.75713
O -2.51374 -1.04431 -3.39636
H -2.12398 2.71529 -0.98592
H -1.15834 1.88812 -0.16497
O -1.35595 2.82236 -0.41856
H -3.17169 0.79768 2.15645
H -2.14350 0.02833 1.18241
O -2.38691 0.25179 2.09788
H 1.30690 1.80886 2.91006
H 0.20882 2.80863 2.35388
O 1.17489 2.57522 2.34970
H -1.90578 -1.77074 2.01139
H -0.60675 -1.89085 2.53976
O -1.46712 -2.31121 2.68986

[7]
50
Properties=species:S:1:pos:R:3 method="wB97M-V/def2-TZVPD" total_energy_ha=-1257.965745 orbital_gap_ev="9.03 / 3.57" e_lumo_ev="-6.99 / -12.45" homo_energy_ev="-16.017 / -16.016" multiplicity=2 total_charge=+2 max_force_ev_per_a=2.853
N -0.26648 -0.72730 -1.18810
C 0.04352 0.64297 -0.65204
C -1.26316 1.43186 -0.22169
C -2.49901 0.69653 0.30743
O -2.65529 -0.48802 0.27048
C 0.84710 1.51110 -1.65941
N 0.72380 2.83515 -1.63928
O 1.36492 0.94633 -2.62427
H -1.23721 -0.84398 -1.52964
H 0.47065 -1.16186 -1.76659
H -0.24840 -1.41520 -0.35948
H 0.67234 0.42388 0.21486
H -0.90019 1.98398 0.64372
H -1.48181 2.13290 -1.03144
H -3.17318 1.53659 0.55828
H 1.27298 3.27768 -2.36333
H 0.63213 3.20867 -0.70715
H 1.48492 -3.09902 1.14706
H 2.92760 -3.13684 0.58777
O 2.43720 -3.23508 1.40799
H -3.20281 0.94360 -2.84958
H -2.99995 2.15814 -3.63269
O -3.59916 1.84649 -2.94035
H -0.51211 -3.61907 0.57483
H -0.71492 -2.32484 1.35258
O -0.17638 -2.72141 0.60969
H -2.28890 -1.21143 -3.28599
H -3.59576 -1.44620 -2.73776
O -2.77227 -1.00121 -2.47188
H 0.54641 -2.59194 -4.24739
H 1.19229 -1.40983 -3.83862
O 0.41298 -1.93141 -3.55548
H 0.22159 0.93097 3.48233
H 1.28115 -0.27165 3.56229
O 0.35038 -0.00872 3.75307
H -2.38519 1.52258 2.88876
H -1.81531 2.86432 3.06321
O -1.75233 2.13298 2.45251
H 3.03985 1.69485 0.22766
H 2.68268 2.89280 1.28328
O 2.36371 2.33548 0.52333
H 4.45018 -0.17975 -0.19485
H 4.18861 0.51782 -1.51798
O 3.78961 0.30939 -0.68240
H -2.57346 -0.90455 2.91143
H -1.24239 -0.96458 3.72044
O -1.97476 -1.52058 3.34547
H 2.69716 -1.69319 2.14934
H 2.54978 -1.75166 3.70096
O 2.68691 -1.11772 2.95860

[8]
46
Properties=species:S:1:pos:R:3 method="wB97M-V/def2-TZVPD" total_energy_ha=-957.485712 orbital_gap_ev=9.91 e_lumo_ev=-2.48 homo_energy_ev=-12.389 multiplicity=1 total_charge=+1 max_force_ev_per_a=1.566 e_above_lowest_kj_mol=143.3
C -1.66309 1.36992 2.33927
N -2.74600 0.86020 1.50957
C -0.35632 1.59982 1.62885
N 0.15874 0.35666 0.92643
C 1.14013 -0.40079 1.73551
C 2.38547 0.43492 2.05582
H -1.98124 2.33317 2.72766
H -1.61907 0.74147 3.22613
H -2.81060 1.34076 0.61870
H -2.59144 -0.12229 1.30402
H -0.40700 2.40296 0.89688
H 0.45756 1.84975 2.30191
H -0.69912 -0.11246 0.62478
H 0.50506 0.56526 -0.02082
H 1.34873 -1.39230 1.34990
H 0.59151 -0.60602 2.65345
H 2.28494 0.83973 3.06105
H 3.29351 -0.14558 1.95568
H 2.45076 1.31626 1.42061
H 2.86724 -0.73522 -1.00239
H 2.42166 0.21752 -2.10306
O 2.26663 0.01776 -1.17276
H 2.91417 -2.83439 -0.74591
H 4.10916 -2.05563 -0.35377
O 3.66794 -2.35981 -1.16171
H -1.07116 -0.97820 -3.15220
H -0.09126 -0.79601 -2.09068
O -0.68064 -1.49030 -2.42962
H -4.01883 -1.47376 -1.39144
H -2.53937 -1.47681 -1.72797
O -3.30980 -0.87727 -1.66076
H 2.36775 2.33818 -1.10284
H 2.21866 3.90647 -0.84632
O 1.79230 3.04919 -0.79998
H -0.66154 -2.70867 1.05879
H -2.11398 -2.65543 1.30361
O -1.42538 -2.14897 0.85493
H -1.20935 1.51687 -1.76073
H 0.28570 1.89912 -1.85238
O -0.31261 1.14343 -1.82319
H 0.43749 -2.69609 -1.43919
H 1.37503 -3.81288 -1.59088
O 0.98328 -3.26847 -0.88969
H -3.30182 0.89903 -1.36731
H -3.68212 2.31530 -1.79533
O -3.03165 1.83361 -1.27264

[9]
49
Properties=species:S:1:pos:R:3 method="wB97M-V/def2-TZVPD" total_energy_ha=-1849.688165 orbital_gap_ev=8.08 e_lumo_ev=-0.23 homo_energy_ev=-8.307 multiplicity=1 total_charge=0 max_force_ev_per_a=3.282 e_above_lowest_kj_mol=0.0
C -0.82854 -0.38166 -3.57760
S -2.13028 0.43784 -2.66824
S -1.68664 2.37592 -2.46434
C -0.38006 2.78639 -1.12457
C -0.37759 1.62444 -0.15490
N 0.18228 0.37677 -0.66197
C 0.19673 2.18896 1.19915
O 0.70186 1.26766 2.17691
H -0.50030 -1.33746 -3.10100
H -1.20764 -0.82015 -4.48375
H 0.02047 0.22062 -4.04633
H -0.49320 3.73613 -0.64306
H 0.53892 2.78766 -1.72802
H -1.40153 1.39836 0.22281
H 1.13167 0.24290 -0.40933
H -0.32144 -0.44936 -0.30488
H -0.49441 2.64912 1.91332
H 1.06439 2.77750 0.96329
H 0.03693 0.72502 2.62263
O -3.68322 -2.05489 -1.28233
H -2.93584 -1.70568 -0.76392
H -4.17675 -1.23051 -1.42835
O 3.46744 1.66967 2.24303
H 2.81974 1.47852 2.93096
H 3.21076 2.49370 1.84416
O -1.21129 -2.42790 1.48645
H -2.03618 -2.45844 0.96366
H -0.63248 -3.15717 1.22916
O -4.02444 0.43469 1.33462
H -4.39302 -0.39504 1.70532
H -3.59003 0.82517 2.10966
O 0.28444 -4.57529 0.49885
H -0.11961 -5.04819 -0.24128
H 0.68930 -3.78998 0.09910
O 3.99442 -0.76136 0.89181
H 3.33819 -1.39462 0.61832
H 3.70857 -0.02030 1.39332
O 2.80424 -3.56980 -0.65853
H 3.54090 -3.00776 -0.88454
H 3.01855 -4.25191 -0.02469
O 1.84439 -1.20472 2.09249
H 1.11204 -0.74924 1.66451
H 2.32427 -0.54690 2.57776
O -0.55923 -0.26408 4.00238
H -0.68676 -1.13608 3.58384
H -1.41847 0.16557 3.87001
O 3.65941 1.81084 -0.69682
H 4.49114 2.30322 -0.73174
H 3.55368 1.12222 -0.03926